# 1
Density functional theory data (the ωB97M-V functional and the def2-TZVPD basis) for 13 unconnected molecules or ions with the total composition C51H94N12O20S2 at a distorted geometry.

CARTESIAN COORDINATES (ANGSTROEM)
C: 9.661 4.896 -0.357
N: 8.575 4.327 -1.222
C: 8.729 4.361 -2.549
C: 7.855 3.717 -3.416
C: 6.785 3.018 -2.856
C: 6.642 2.966 -1.479
C: 7.560 3.658 -0.635
C: 5.868 2.183 -3.755
C: 6.362 1.665 -4.984
C: 5.540 0.695 -5.629
N: 4.348 0.389 -5.128
C: 3.800 0.971 -4.095
C: 4.581 1.777 -3.348
C: 3.537 -0.614 -5.797
H: 9.983 5.893 -0.659
H: 10.558 4.282 -0.444
H: 9.449 4.900 0.712
H: 9.557 4.928 -2.947
H: 7.994 3.825 -4.482
H: 5.920 2.283 -1.054
H: 7.457 3.621 0.439
H: 7.379 1.798 -5.322
H: 5.874 0.054 -6.432
H: 2.865 0.579 -3.722
H: 3.975 1.943 -2.469
H: 3.929 -1.609 -5.586
H: 3.650 -0.509 -6.876
H: 2.506 -0.514 -5.455
C: 1.028 8.046 9.466
N: 0.897 6.936 8.502
C: 0.111 7.150 7.382
C: -0.087 6.176 6.364
C: 0.442 4.985 6.558
C: 1.407 4.809 7.557
C: 1.533 5.728 8.627
C: 0.143 3.880 5.610
C: -0.575 2.748 6.050
C: -0.864 1.775 5.110
N: -0.637 2.002 3.757
C: 0.059 3.026 3.313
C: 0.297 4.063 4.200
C: -0.979 0.944 2.729
H: 1.815 7.836 10.190
H: 0.034 8.162 9.898
H: 1.322 8.950 8.932
H: -0.322 8.139 7.380
H: -0.565 6.511 5.456
H: 2.071 3.967 7.683
H: 2.123 5.640 9.527
H: -0.685 2.484 7.091
H: -1.308 0.831 5.390
H: 0.341 3.137 2.276
H: 0.920 4.906 3.941
H: -1.651 0.209 3.173
H: -0.235 0.406 2.142
H: -1.508 1.501 1.955
C: -1.183 -1.848 -0.861
C: 0.182 -1.760 -0.181
O: 0.518 -2.533 0.738
N: 1.052 -0.528 -0.564
H: 1.136 -0.625 -1.566
H: 0.695 0.388 -0.332
C: 2.490 -0.604 -0.127
H: -1.883 -2.431 -0.263
H: -1.153 -2.135 -1.912
H: -1.646 -0.865 -0.942
H: 2.833 -1.593 -0.432
H: 2.435 -0.439 0.949
H: 3.037 0.175 -0.657
C: 7.347 -0.618 1.676
C: 6.104 0.016 1.195
O: 5.774 -0.471 0.059
O: 5.570 1.082 1.726
H: 8.205 0.030 1.498
H: 7.488 -1.634 1.308
H: 7.296 -0.868 2.736
S: -0.185 -0.297 -4.081
O: 0.520 0.805 -4.738
O: -0.864 0.473 -3.053
O: -1.102 -0.970 -4.992
O: 0.778 -1.193 -3.427
S: 0.913 2.851 -1.168
O: 1.606 4.069 -0.912
O: 0.788 2.020 0.022
O: -0.370 3.012 -1.804
O: 1.476 2.053 -2.288
O: -1.555 -5.624 -5.838
C: -1.582 -4.550 -5.376
N: -0.510 -3.828 -5.112
C: -2.953 -3.954 -4.874
H: 0.326 -4.255 -5.485
H: -0.462 -2.943 -4.628
H: -3.848 -4.485 -5.198
H: -2.903 -2.877 -5.037
H: -2.949 -3.880 -3.787
O: 1.195 -0.902 4.385
C: 2.378 -0.765 3.992
N: 2.870 0.424 3.653
C: 3.289 -2.022 3.827
H: 2.198 1.167 3.521
H: 3.776 0.453 3.208
H: 4.108 -1.892 3.119
H: 2.647 -2.817 3.449
H: 3.596 -2.445 4.783
O: -2.767 -2.964 2.683
C: -1.872 -3.259 3.473
N: -1.869 -2.826 4.708
C: -0.793 -4.373 3.080
H: -2.568 -2.175 5.037
H: -1.199 -3.020 5.438
H: 0.119 -3.817 2.862
H: -1.057 -5.060 2.275
H: -0.486 -5.017 3.904
O: 3.359 -4.267 -1.306
C: 3.695 -4.968 -0.280
N: 4.226 -4.243 0.759
C: 3.748 -6.439 -0.213
H: 4.394 -3.247 0.746
H: 4.859 -4.766 1.347
H: 2.726 -6.586 0.138
H: 4.541 -6.702 0.486
H: 3.998 -6.945 -1.145
O: -4.007 -1.104 -2.617
C: -4.479 -0.847 -3.720
N: -3.750 -0.722 -4.813
C: -5.855 -0.736 -3.998
H: -2.747 -0.810 -4.742
H: -4.184 -0.627 -5.721
H: -6.264 -1.403 -3.238
H: -6.070 -1.167 -4.975
H: -6.102 0.314 -3.844
C: -3.749 -4.638 -0.080
O: -4.570 -5.649 -0.635
C: -4.733 -5.686 -2.026
C: -6.165 -6.204 -2.180
N: -6.531 -6.118 -3.595
C: -7.921 -6.496 -3.879
C: -8.630 -5.252 -4.509
O: -7.769 -4.689 -5.532
C: -8.465 -4.382 -6.791
H: -4.150 -4.518 0.927
H: -3.752 -3.710 -0.651
H: -2.774 -5.125 -0.051
H: -4.027 -6.380 -2.482
H: -4.612 -4.687 -2.445
H: -6.811 -5.445 -1.739
H: -6.229 -7.252 -1.887
H: -6.269 -5.241 -4.024
H: -8.417 -6.772 -2.948
H: -8.063 -7.274 -4.629
H: -8.822 -4.544 -3.703
H: -9.629 -5.504 -4.865
H: -9.159 -3.542 -6.781
H: -8.965 -5.315 -7.052
H: -7.780 -4.294 -7.634
C: -3.609 4.186 3.847
O: -2.450 4.920 3.485
C: -2.401 5.478 2.192
C: -1.679 4.781 1.015
N: -2.123 3.418 0.687
C: -3.530 3.304 0.416
C: -4.043 1.969 0.152
O: -3.790 1.195 1.359
C: -3.989 -0.235 1.337
H: -3.580 3.289 3.228
H: -4.535 4.630 3.481
H: -3.534 4.006 4.920
H: -1.841 6.393 2.382
H: -3.355 5.932 1.923
H: -0.656 4.865 1.382
H: -1.863 5.282 0.064
H: -1.699 2.975 -0.116
H: -3.702 3.989 -0.414
H: -4.075 3.701 1.272
H: -3.552 1.465 -0.680
H: -5.115 1.908 -0.037
H: -4.241 -0.699 0.384
H: -4.780 -0.417 2.065
H: -3.011 -0.632 1.609

Summary:
Net charge = +1
<S²> = 0.76
Lowest unoccupied orbital energy (alpha / beta) = -4.77 / -4.77 eV
2S+1 = 2
Molecular weight = 1259.51 g mol⁻¹

# 2
Density functional theory data (the ωB97M-V functional and the def2-TZVPD basis) for 11 unconnected molecules or ions with the total composition C52H104N6O18 at a distorted geometry.

CARTESIAN COORDINATES (ANGSTROEM)
C: 15.753 18.852 17.292
N: 14.881 17.909 16.545
C: 15.014 17.868 15.179
C: 14.069 17.173 14.427
C: 13.101 16.423 15.081
C: 12.994 16.480 16.462
C: 13.910 17.239 17.196
C: 12.096 15.757 14.260
C: 12.370 14.927 13.167
C: 11.286 14.284 12.618
N: 10.007 14.434 13.059
C: 9.762 15.423 13.950
C: 10.770 16.021 14.642
C: 8.906 13.729 12.382
H: 16.729 18.696 16.879
H: 15.535 18.617 18.335
H: 15.404 19.854 17.182
H: 15.860 18.402 14.710
H: 14.222 17.314 13.368
H: 12.223 15.955 17.031
H: 13.788 17.426 18.307
H: 13.326 14.745 12.720
H: 11.450 13.633 11.785
H: 8.737 15.730 14.196
H: 10.403 16.696 15.422
H: 8.758 12.773 12.933
H: 9.072 13.529 11.311
H: 8.005 14.344 12.510
C: 16.492 27.672 16.107
C: 15.975 27.865 14.622
N: 14.914 26.882 14.215
C: 15.334 25.491 14.419
C: 13.627 27.079 14.907
C: 12.546 26.124 14.483
C: 14.572 27.254 12.738
C: 15.563 26.765 11.716
O: 16.570 27.733 11.533
C: 17.421 27.406 10.518
H: 17.225 28.407 16.330
H: 17.053 26.790 16.251
H: 15.706 27.759 16.798
H: 16.850 27.664 13.932
H: 15.759 28.927 14.441
H: 16.267 25.229 13.947
H: 14.490 24.887 14.001
H: 15.382 25.334 15.509
H: 13.367 28.101 14.802
H: 13.794 26.974 15.965
H: 12.608 25.618 13.505
H: 11.578 26.575 14.542
H: 12.464 25.390 15.314
H: 14.384 28.346 12.737
H: 13.673 26.729 12.607
H: 14.974 26.748 10.794
H: 16.042 25.846 11.982
H: 16.998 27.506 9.485
H: 17.846 26.381 10.737
H: 18.247 28.153 10.632
C: 11.981 20.039 21.382
C: 11.493 20.917 20.265
N: 11.519 20.377 18.855
C: 10.860 19.075 18.795
C: 10.646 21.304 18.016
C: 10.502 20.753 16.551
C: 12.960 20.303 18.332
C: 13.964 21.394 18.642
O: 14.462 21.425 19.967
C: 15.832 22.051 20.011
H: 11.405 19.173 21.633
H: 12.107 20.662 22.281
H: 12.974 19.652 21.217
H: 12.138 21.767 20.221
H: 10.436 21.210 20.490
H: 11.391 18.302 19.424
H: 10.856 18.751 17.792
H: 9.812 19.171 19.034
H: 11.165 22.277 17.925
H: 9.643 21.418 18.383
H: 11.450 20.807 15.988
H: 9.871 21.515 16.055
H: 9.974 19.776 16.468
H: 12.836 20.155 17.264
H: 13.383 19.429 18.793
H: 13.561 22.389 18.487
H: 14.813 21.135 17.935
H: 16.104 22.220 21.033
H: 15.800 22.940 19.383
H: 16.527 21.253 19.660
C: 16.861 17.061 8.964
O: 16.848 16.877 10.367
C: 17.691 17.778 10.972
C: 18.456 17.083 12.134
N: 17.865 17.214 13.483
H: 15.080 17.295 10.867
H: 17.563 16.361 13.842
C: 18.562 18.033 14.443
C: 19.101 17.346 15.666
O: 18.033 16.858 16.389
C: 18.343 16.283 17.721
H: 16.684 18.157 8.779
H: 16.128 16.386 8.581
H: 17.905 16.857 8.623
H: 17.208 18.683 11.296
H: 18.565 18.075 10.382
H: 19.436 17.604 12.097
H: 18.612 16.035 11.825
H: 18.075 19.019 14.693
H: 19.565 18.406 14.001
H: 19.580 18.161 16.215
H: 19.705 16.512 15.388
H: 17.323 16.260 18.194
H: 19.087 16.801 18.378
H: 18.583 15.252 17.611
C: 16.538 21.568 15.802
O: 15.301 21.124 15.225
C: 14.300 22.120 15.254
C: 13.458 22.089 13.929
N: 14.314 22.161 12.721
H: 15.167 22.763 12.766
H: 14.735 21.215 12.607
C: 13.586 22.323 11.437
C: 13.841 23.642 10.692
O: 13.444 24.811 11.446
C: 12.180 25.252 11.084
H: 17.195 20.742 15.942
H: 16.474 22.184 16.694
H: 16.993 22.209 15.032
H: 14.827 23.048 15.479
H: 13.581 21.983 16.047
H: 12.822 23.023 13.934
H: 12.839 21.179 13.944
H: 12.531 22.131 11.528
H: 13.946 21.572 10.733
H: 13.229 23.514 9.823
H: 14.910 23.614 10.442
H: 11.369 24.944 11.740
H: 11.838 24.895 10.116
H: 12.060 26.375 11.120
C: 18.677 22.938 11.307
C: 17.322 22.742 11.954
O: 17.147 21.741 12.665
O: 16.493 23.687 11.904
H: 19.399 22.682 12.102
H: 18.742 24.035 11.075
H: 18.910 22.313 10.478
C: 12.605 19.324 11.325
C: 13.971 18.795 11.491
O: 14.785 19.402 12.147
O: 14.189 17.604 10.901
H: 12.651 19.798 10.349
H: 12.395 20.080 12.081
H: 11.812 18.516 11.195
C: 15.710 25.660 19.642
C: 15.527 25.264 18.090
O: 14.423 25.532 17.552
O: 16.548 24.715 17.603
H: 14.762 25.562 20.161
H: 16.006 26.684 19.727
H: 16.431 25.004 20.161
C: 15.189 21.717 7.231
C: 14.473 20.905 8.277
O: 13.334 21.332 8.648
O: 15.026 19.982 8.940
H: 15.560 22.632 7.716
H: 14.474 21.979 6.486
H: 16.009 21.202 6.780
C: 13.345 16.014 21.426
C: 14.171 16.813 20.450
O: 15.419 16.805 20.306
O: 13.413 17.588 19.766
H: 13.696 16.164 22.492
H: 13.233 14.924 21.332
H: 12.310 16.386 21.464
C: 7.002 18.889 16.347
C: 7.854 17.682 15.855
O: 7.453 17.033 14.835
O: 8.866 17.416 16.545
H: 7.295 19.723 15.758
H: 7.228 19.070 17.399
H: 5.971 18.745 16.193

Summary:
Lowest unoccupied orbital energy = -1.87 eV
Molecular weight = 1101.43 g mol⁻¹